1.
ORCA calculation (ωB97M-V with the def2-TZVPD basis set) on the ion H2N3O3 with charge -1.

```
8
Properties=species:S:1:pos:R:3:nbo_charge:R:1
O 2.33 -0.01 -0.27 -0.49
N 1.16 -0.15 -0.03 0.57
O 0.59 -1.23 -0.15 -0.56
N 0.38 1.00 0.34 -0.39
N -0.89 0.65 0.56 -0.22
O -1.62 0.13 -0.61 -0.65
H -0.95 -0.06 1.34 0.30
H -1.00 -0.33 -1.18 0.45
```

net charge	-1
HOMO	-3.9	eV
orbital gap	8.7	eV


2.
ORCA calculation (ωB97M-V with the def2-TZVPD basis set) on a cluster of 2 separate species, H2N3O3 in total.

```
8
Properties=species:S:1:pos:R:3:nbo_charge:R:1
N -0.92 -0.52 -0.42 -0.63
N 2.56 0.47 0.51 -0.04
N -1.05 0.71 -0.10 0.57
O 3.44 0.64 -0.31 -0.32
O -0.01 1.44 -0.18 -0.62
O -2.10 1.26 0.31 -0.59
H -1.80 -0.97 -0.16 0.30
H 1.77 1.15 0.29 0.33
```

net charge	-1
HOMO	-4.4	eV
orbital gap	8.2	eV


Quick look at relative energies in hartree: 1 0.0000; 2 0.0023.


1.
ORCA calculation (ωB97M-V with the def2-TZVPD basis set) on a cluster of 5 separate species, C9H28O5 in total.

```
42
Properties=species:S:1:pos:R:3:nbo_charge:R:1
C 3.32 0.46 1.89 -0.64
C 3.84 1.45 0.90 -0.07
O 3.39 1.08 -0.41 -0.75
H 2.24 0.29 1.86 0.22
H 3.47 0.97 2.84 0.22
H 3.87 -0.48 1.86 0.21
H 4.91 1.58 1.00 0.17
H 3.40 2.40 1.18 0.16
H 3.64 1.77 -1.03 0.48
C -2.17 1.56 1.27 -0.65
C -0.80 1.44 1.97 -0.06
O -1.06 1.66 3.32 -0.73
H -1.93 1.30 0.24 0.21
H -2.57 2.55 1.47 0.21
H -2.89 0.79 1.55 0.22
H -0.08 2.19 1.66 0.16
H -0.28 0.50 1.76 0.16
H -1.41 0.85 3.70 0.46
C -2.67 -2.00 0.76 -0.64
C -3.81 -2.45 1.64 -0.06
O -4.25 -1.35 2.48 -0.73
H -1.90 -1.43 1.27 0.21
H -2.98 -1.34 -0.06 0.22
H -2.19 -2.88 0.33 0.21
H -3.48 -3.26 2.29 0.15
H -4.65 -2.84 1.07 0.16
H -4.93 -1.73 3.04 0.46
C 0.38 0.59 -5.20 -0.62
C 0.72 0.85 -3.74 -0.06
O -0.17 0.06 -2.99 -0.75
H 0.86 -0.29 -5.63 0.21
H 0.74 1.48 -5.72 0.20
H -0.69 0.56 -5.38 0.22
H 0.61 1.91 -3.48 0.15
H 1.75 0.64 -3.46 0.15
H 0.22 -0.23 -2.16 0.49
C 1.23 -1.81 -0.36 -0.24
O 0.89 -0.49 -0.40 -0.76
H 1.28 -2.27 -1.34 0.16
H 2.13 -1.89 0.26 0.17
H 0.36 -2.28 0.09 0.17
H 1.68 0.06 -0.36 0.50
```

HOMO	-9.6	eV
orbital gap	10.1	eV


2.
ORCA calculation (ωB97M-V with the def2-TZVPD basis set) on a structure of composition C9H28O5.

```
42
Properties=species:S:1:pos:R:3:nbo_charge:R:1
C -1.27 -1.28 -3.70 -0.27
O -0.70 -0.22 -3.02 -0.64
H -0.63 -2.12 -3.96 0.19
H -2.05 -1.66 -3.03 0.20
H -1.74 -0.97 -4.63 0.18
H 0.18 -0.14 -3.40 0.51
C 0.96 -1.64 2.37 -0.64
C 0.23 -1.56 3.68 -0.06
O 1.03 -2.07 4.71 -0.73
H 1.77 -0.92 2.32 0.19
H 0.23 -1.52 1.57 0.22
H 1.27 -2.69 2.36 0.21
H -0.64 -2.22 3.61 0.17
H -0.14 -0.55 3.88 0.16
H 1.81 -1.54 4.90 0.46
C 2.95 2.89 -1.58 -0.63
C 2.80 1.40 -1.27 -0.04
O 3.94 0.66 -1.61 -0.72
H 3.68 3.43 -0.99 0.22
H 1.98 3.40 -1.56 0.21
H 3.25 2.96 -2.63 0.21
H 1.93 1.01 -1.80 0.12
H 2.56 1.24 -0.22 0.17
H 3.99 -0.01 -0.91 0.47
C 0.28 0.80 0.77 -0.68
C 0.34 0.01 -0.54 -0.11
O -0.99 0.06 -1.02 -0.69
H 0.02 1.84 0.56 0.22
H 1.27 0.80 1.23 0.18
H -0.40 0.36 1.50 0.29
H 0.82 -0.96 -0.44 0.16
H 0.96 0.56 -1.26 0.16
H -0.98 -0.10 -1.96 0.47
C -3.94 0.26 1.27 -0.61
C -3.02 -0.27 0.20 -0.08
O -1.77 0.38 0.50 -0.82
H -4.08 1.33 1.12 0.20
H -3.58 0.16 2.30 0.21
H -4.99 -0.04 1.27 0.19
H -3.35 -0.03 -0.81 0.14
H -2.89 -1.34 0.36 0.14
H -1.08 0.30 -0.16 0.43
```

HOMO	-7.0	eV
orbital gap	7.0	eV


Quick look at relative energies in hartree: 1 0.0000; 2 0.4095.


1.
ORCA calculation (ωB97M-V with the def2-TZVPD basis set) on a cluster of 2 separate species, C4H11FN3 in total.

```
19
Properties=species:S:1:pos:R:3:nbo_charge:R:1
C -1.19 1.13 -0.01 -0.70
C 2.46 0.41 -0.47 -0.43
C 0.00 0.47 -0.51 0.28
C -0.03 -1.34 0.95 0.28
N -2.21 -1.73 0.79 -0.60
N -0.96 -2.10 0.47 -0.17
N 1.15 0.94 -0.14 -0.45
F -0.32 -0.51 2.07 -0.38
H -1.73 0.57 0.76 0.28
H -0.73 2.06 0.47 0.24
H -1.90 1.31 -0.87 0.28
H 2.37 0.14 -1.50 0.23
H 3.25 1.21 -0.32 0.26
H 2.68 -0.52 0.07 0.22
H 0.10 -0.24 -1.35 0.24
H 0.99 -1.64 0.91 0.20
H -2.96 -2.02 0.19 0.42
H -2.27 -1.35 1.70 0.39
H 1.02 1.34 0.73 0.40
```

net charge	+1
HOMO (spin up / spin down)	-13.4 / -13.4	eV
orbital gap (spin up / spin down)	8.7 / 8.7	eV


2.
ORCA calculation (ωB97M-V with the def2-TZVPD basis set) on a cluster of 2 separate species, C4H11FN3 in total.

```
19
Properties=species:S:1:pos:R:3:nbo_charge:R:1
C 1.50 0.48 -0.13 0.39
C -0.48 -2.29 -0.39 -0.65
C -1.60 -0.03 -0.48 -0.08
C -0.71 -0.85 0.04 0.28
N 2.22 0.43 1.01 -0.74
N -1.95 1.17 0.19 -0.85
N 0.97 1.68 -0.43 -0.70
F -0.18 -0.77 1.36 -0.38
H 1.62 -0.26 -0.97 0.26
H -1.05 -2.95 0.22 0.25
H -0.83 -2.28 -1.48 0.23
H 0.60 -2.42 -0.37 0.21
H -2.01 -0.13 -1.46 0.23
H 3.03 -0.23 1.25 0.45
H -2.08 1.23 1.18 0.41
H -2.45 1.92 -0.37 0.41
H 2.17 1.18 1.74 0.42
H 0.83 2.34 0.33 0.42
H 0.39 1.78 -1.24 0.43
```

net charge	+1
HOMO	-12.3	eV
orbital gap	8.5	eV


Quick look at relative energies in hartree: 1 0.0632; 2 0.0000.


1.
ORCA calculation (ωB97M-V with the def2-TZVPD basis set) on the ion C4H11N3 with charge -1.

```
18
Properties=species:S:1:pos:R:3:nbo_charge:R:1
C 0.71 0.34 1.69 -0.64
C -0.02 1.42 0.87 -0.45
C 0.37 1.52 -0.75 -0.22
N -1.14 -1.73 -1.43 -0.82
C -0.11 -0.80 -1.40 0.36
N -0.22 0.46 -1.56 -0.61
N 0.36 -1.02 1.83 -1.00
H 1.77 0.48 1.52 0.16
H 0.61 0.85 2.75 0.08
H 0.16 2.44 1.23 0.19
H -1.01 1.08 1.01 0.20
H -0.13 2.42 -1.17 0.18
H 1.45 1.63 -0.86 0.15
H -0.95 -2.68 -1.19 0.38
H -2.05 -1.38 -1.23 0.38
H 0.93 -1.30 -1.40 0.11
H 1.06 -1.33 2.43 0.31
H -0.47 -1.03 2.58 0.24
```

net charge	-1
multiplicity	2
HOMO (spin up / spin down)	1.2 / -4.6	eV
orbital gap (spin up / spin down)	2.9 / 8.6	eV


2.
ORCA calculation (ωB97M-V with the def2-TZVPD basis set) on the ion C4H11N3 with charge -1.

```
18
Properties=species:S:1:pos:R:3:nbo_charge:R:1
C 0.77 -1.16 -1.11 -0.25
C 0.45 0.35 -0.79 -0.50
C 0.42 0.65 0.65 -0.25
N -2.35 1.37 0.97 -0.86
C -1.72 0.24 1.38 0.10
N -0.44 -0.11 1.51 -0.59
N 2.30 -1.37 -1.00 -0.86
H 0.48 -1.34 -2.19 0.16
H 0.15 -1.78 -0.54 0.16
H 1.18 1.00 -1.26 0.17
H -0.53 0.57 -1.22 0.14
H 0.24 1.72 0.83 0.10
H 1.46 0.35 1.07 0.15
H -1.78 2.15 0.56 0.24
H -3.36 1.51 1.00 0.37
H -2.37 -0.60 1.66 0.03
H 2.57 -2.14 -1.51 0.34
H 2.53 -1.41 -0.02 0.35
```

net charge	-1
multiplicity	2
HOMO (spin up / spin down)	1.7 / -4.3	eV
orbital gap (spin up / spin down)	2.3 / 8.5	eV


Quick look at relative energies in hartree: 1 0.0221; 2 0.0000.


1.
ORCA calculation (ωB97M-V with the def2-TZVPD basis set) on an isolated molecule of C2H4N6.

```
12
Properties=species:S:1:pos:R:3:nbo_charge:R:1
C -0.44 2.59 0.93 -0.07
N -0.63 1.47 0.24 -0.31
N 0.71 0.85 0.21 -0.36
C 0.58 -0.38 -0.14 0.43
N 1.73 -1.31 -0.07 -0.15
N 1.26 -2.38 -0.51 0.04
N -0.14 -2.23 -0.94 -0.33
N -0.57 -0.96 -0.48 -0.46
H 0.56 2.75 1.48 0.19
H -1.26 3.30 1.06 0.18
H -0.55 -3.16 -0.53 0.39
H -1.24 -0.53 -1.26 0.44
```

HOMO	-8.8	eV
orbital gap	8.8	eV


2.
ORCA calculation (ωB97M-V with the def2-TZVPD basis set) on an isolated molecule of C2H4N6.

```
12
Properties=species:S:1:pos:R:3:nbo_charge:R:1
H -1.45 2.08 0.02 0.36
N -1.42 1.01 0.07 -0.68
C -0.24 0.63 0.07 0.32
C 1.08 1.16 0.05 -0.01
N 2.16 0.47 -0.03 -0.22
N 2.25 -0.92 0.03 -0.06
N 1.10 -1.54 0.00 0.06
N -0.05 -0.79 0.21 -0.12
N -1.23 -1.62 -0.17 -0.66
H 1.26 2.23 -0.34 0.21
H -1.80 -0.74 -0.80 0.42
H -1.65 -1.95 0.89 0.39
```

HOMO	-9.7	eV
orbital gap	9.0	eV


Quick look at relative energies in hartree: 1 0.0000; 2 0.0341.